[1]
96
Properties=species:S:1:pos:R:3 method="wB97M-V/def2-TZVPD" spin_multiplicity=2 gap_ev="6.168 / 5.972" total_charge=+1 molar_mass_g_mol=893.06
Ir 0.332 -0.263 -0.336
C 4.641 1.620 3.021
C 3.948 0.408 2.376
C 4.521 -0.845 3.066
C 4.172 0.404 0.865
C 5.443 0.012 0.456
C 5.814 -0.004 -0.874
C 4.927 0.491 -1.809
C 3.653 0.941 -1.461
C 2.941 1.727 -2.565
C 1.900 0.937 -3.341
C 2.389 3.069 -2.094
C 3.232 0.777 -0.125
N 1.853 0.988 0.255
C 1.599 2.128 1.033
C 2.429 3.265 0.985
C 2.170 4.401 1.723
C 1.062 4.454 2.559
C 0.213 3.363 2.627
C 0.479 2.244 1.865
F -0.387 1.201 1.972
H 4.571 1.549 4.108
H 4.204 2.568 2.722
H 5.698 1.632 2.751
H 2.880 0.471 2.583
H 5.557 -0.680 3.362
H 4.505 -1.723 2.424
H 3.964 -1.060 3.979
H 6.161 -0.288 1.208
H 6.801 -0.334 -1.168
H 5.239 0.595 -2.841
H 3.734 1.969 -3.277
H 1.099 0.588 -2.688
H 2.326 0.050 -3.805
H 1.455 1.563 -4.117
H 1.527 2.947 -1.442
H 2.068 3.652 -2.958
H 3.145 3.646 -1.565
H 3.287 3.235 0.333
H 2.836 5.250 1.648
H 0.864 5.331 3.158
H -0.660 3.357 3.264
N -1.070 1.351 -0.654
C -1.158 1.900 -1.975
C -1.041 3.267 -2.163
C -1.129 3.794 -3.440
C -1.326 2.948 -4.522
C -1.438 1.581 -4.323
C -1.361 1.031 -3.047
C -1.477 -0.428 -2.817
C -2.351 -1.164 -3.623
C -2.551 -2.518 -3.432
C -1.861 -3.180 -2.426
C -0.970 -2.479 -1.633
C -0.774 -1.101 -1.809
H -1.021 2.071 0.059
H -1.872 0.748 -0.434
H -0.898 3.918 -1.309
H -1.047 4.862 -3.587
H -1.386 3.351 -5.523
H -1.559 0.925 -5.174
H -2.909 -0.649 -4.394
H -3.249 -3.053 -4.062
H -2.015 -4.238 -2.258
H -0.425 -3.012 -0.866
O -0.471 -1.455 1.204
N -1.638 -1.946 1.569
N -2.682 -1.315 1.246
O -2.735 -0.202 0.661
C -3.937 -1.961 1.602
C -5.095 -1.423 1.073
C -6.306 -2.028 1.373
C -6.345 -3.147 2.189
C -5.169 -3.666 2.717
C -3.951 -3.076 2.427
H -5.039 -0.553 0.437
H -7.220 -1.620 0.963
H -7.292 -3.615 2.420
H -5.199 -4.534 3.360
H -3.031 -3.468 2.832
C 3.953 -3.297 -2.985
N 3.418 -3.045 -1.652
C 3.927 -3.638 -0.557
C 3.424 -3.379 0.662
C 2.357 -2.437 0.769
N 1.837 -1.835 -0.318
C 2.341 -2.157 -1.576
O 1.913 -1.682 -2.601
N 1.918 -2.157 1.991
H 4.805 -3.965 -2.893
H 4.263 -2.358 -3.439
H 3.188 -3.746 -3.616
H 4.751 -4.320 -0.715
H 3.814 -3.864 1.542
H 2.244 -2.727 2.752
H 1.024 -1.698 2.106

=====

[2]
76
Properties=species:S:1:pos:R:3 method="wB97M-V/def2-TZVPD" spin_multiplicity=1 gap_ev=6.651 total_charge=+1 molar_mass_g_mol=562.52
N -1.065 -4.509 1.262
C -1.362 -3.332 1.353
O -1.429 -1.942 0.932
N -2.368 -1.775 -0.034
C -3.807 -1.841 0.354
C -4.452 -2.500 -1.000
C -5.937 -1.891 -1.105
C -6.872 -2.770 -0.090
C -8.031 -3.561 -0.888
I -8.378 -5.571 -0.049
N -3.439 -2.163 -2.059
C -2.167 -2.435 -1.321
N -1.170 -3.161 -1.804
H -4.138 -2.569 1.174
H -4.269 -0.837 0.680
H -4.358 -3.647 -0.897
H -5.990 -0.803 -0.731
H -6.284 -1.950 -2.194
H -7.275 -2.133 0.788
H -6.193 -3.567 0.399
H -7.749 -3.599 -1.997
H -9.007 -2.976 -0.719
H -3.506 -1.217 -2.469
H -1.319 -3.606 -2.734
H -0.291 -3.390 -1.314
C 2.024 1.600 -2.642
C 0.570 1.697 -3.089
C -0.444 1.734 -1.924
O -0.653 0.480 -1.273
C 0.381 0.105 -0.373
N 0.278 0.596 -4.017
H 2.310 0.587 -2.346
H 2.690 1.882 -3.462
H 2.225 2.272 -1.804
H 0.464 2.640 -3.636
H -1.420 2.013 -2.338
H -0.187 2.509 -1.192
H 0.795 0.964 0.160
H 1.165 -0.431 -0.909
H -0.045 -0.585 0.359
H -0.656 0.729 -4.402
H 0.192 -0.257 -3.462
C 3.908 -1.859 3.042
C 2.554 -2.560 3.054
C 2.319 -3.456 4.290
O 3.035 -4.687 4.279
C 4.409 -4.571 4.615
N 2.396 -3.321 1.806
H 4.722 -2.517 2.734
H 3.895 -1.027 2.331
H 4.150 -1.450 4.027
H 1.786 -1.778 3.075
H 1.259 -3.737 4.304
H 2.505 -2.911 5.223
H 4.583 -3.814 5.385
H 4.996 -4.352 3.721
H 4.745 -5.538 4.997
H 1.449 -3.693 1.766
H 2.980 -4.154 1.882
C 1.876 5.269 0.528
C 3.113 5.140 -0.355
C 3.851 6.474 -0.603
O 3.203 7.353 -1.518
C 2.098 8.057 -0.975
N 2.735 4.495 -1.620
H 1.011 5.661 -0.010
H 1.584 4.287 0.913
H 2.069 5.918 1.386
H 3.813 4.479 0.167
H 4.819 6.241 -1.061
H 4.073 6.993 0.337
H 2.261 8.336 0.070
H 1.189 7.462 -1.077
H 1.959 8.969 -1.561
H 3.579 4.307 -2.158
H 2.241 5.191 -2.181

=====

[3]
45
Properties=species:S:1:pos:R:3 method="wB97M-V/def2-TZVPD" spin_multiplicity=1 gap_ev=6.322 total_charge=+2 molar_mass_g_mol=558.50
Ir -0.171 0.748 0.764
C -2.195 5.495 -1.933
C -1.590 4.522 -0.962
C -1.340 4.875 0.377
C -0.833 3.979 1.315
C -0.644 2.728 0.774
Br 1.592 1.017 2.315
N -0.798 2.416 -0.434
C -1.277 3.231 -1.379
H -2.058 6.521 -1.601
H -3.268 5.312 -2.014
H -1.767 5.383 -2.927
H -1.545 5.890 0.697
H -0.632 4.238 2.343
H -1.399 2.871 -2.390
C -3.407 -1.282 1.749
C -2.180 -0.567 1.343
O -2.166 0.319 0.445
O -1.030 -0.811 1.858
H -4.180 -0.559 2.008
H -3.209 -1.937 2.594
H -3.770 -1.861 0.898
C 2.366 -4.241 0.524
N 1.176 -3.540 1.094
C 1.592 -2.615 2.192
C 0.297 -2.863 0.048
C 0.999 -1.811 -0.764
C 1.761 -2.260 -1.854
C 2.453 -1.408 -2.688
C 2.379 -0.043 -2.473
C 1.606 0.438 -1.425
C 0.915 -0.425 -0.590
H 2.886 -4.747 1.334
H 3.026 -3.508 0.071
H 2.043 -4.970 -0.214
H 0.586 -4.260 1.512
H 2.331 -1.921 1.800
H 2.027 -3.202 2.997
H 0.725 -2.074 2.555
H -0.544 -2.449 0.585
H -0.058 -3.658 -0.606
H 1.791 -3.325 -2.053
H 3.042 -1.806 -3.503
H 2.907 0.652 -3.111
H 1.562 1.509 -1.274

=====

[4]
15
Properties=species:S:1:pos:R:3 method="wB97M-V/def2-TZVPD" spin_multiplicity=1 smiles="C=CC(=C)O.C=S" gap_ev=8.334 molar_mass_g_mol=116.18
C -0.872 -1.876 -0.337
C -0.488 -0.848 0.470
C -0.829 0.571 0.199
C -0.374 1.493 1.122
O -1.608 0.979 -0.911
H -0.567 -2.896 -0.074
H -1.469 -1.597 -1.240
H 0.140 -0.776 1.412
H -0.913 2.375 0.853
H 0.181 1.257 2.045
H -1.853 0.184 -1.469
C 2.143 0.399 -0.545
S 2.374 -1.048 0.082
H 2.546 1.332 -0.209
H 1.589 0.451 -1.398

=====

[5]
13
Properties=species:S:1:pos:R:3 method="wB97M-V/def2-TZVPD" spin_multiplicity=1 gap_ev=9.689 molar_mass_g_mol=102.10
H -1.510 -0.048 1.002
N -1.872 0.610 0.199
C -0.861 0.837 -0.637
N -0.678 1.622 -1.710
O 0.394 0.337 -0.312
C 0.448 -0.116 0.969
N 0.935 -1.210 1.410
N 1.362 -2.015 0.358
H -1.538 2.038 -2.062
H -0.052 1.359 -2.572
H 0.298 0.592 1.738
H 2.037 -1.275 -0.295
H 1.867 -2.746 0.897

=====

[6]
17
Properties=species:S:1:pos:R:3 method="wB97M-V/def2-TZVPD" spin_multiplicity=1 smiles="NC=O.CCC" gap_ev=11.157 molar_mass_g_mol=89.14
N 1.980 -0.952 0.308
C 1.691 0.089 -0.543
O 1.729 1.240 -0.215
H 2.585 -0.731 1.082
H 1.966 -1.849 -0.142
H 1.503 -0.282 -1.563
C -1.620 1.019 0.863
C -1.785 0.181 -0.384
C -1.602 -1.307 -0.180
H -0.614 1.153 1.261
H -1.917 2.046 0.617
H -2.301 0.649 1.632
H -2.817 0.342 -0.721
H -1.176 0.540 -1.220
H -1.884 -1.817 -1.104
H -2.193 -1.702 0.649
H -0.570 -1.535 0.090

=====

[7]
19
Properties=species:S:1:pos:R:3 method="wB97M-V/def2-TZVPD" spin_multiplicity=1 smiles="C[C@H]1N=COC1(C)C" gap_ev=10.177 molar_mass_g_mol=113.16
C 1.091 1.580 -0.920
C -0.021 0.555 -0.964
N 0.464 -0.456 -1.887
C 0.915 -1.462 -1.260
O 0.655 -1.496 0.109
C -0.246 -0.467 0.463
C 0.028 0.265 1.723
C -1.654 -0.975 0.450
H 2.029 1.029 -0.565
H 0.830 2.397 -0.233
H 1.137 2.218 -1.800
H -1.102 0.923 -1.094
H 1.631 -2.137 -1.624
H -0.922 0.785 2.041
H 0.823 1.017 1.573
H 0.366 -0.336 2.542
H -1.829 -1.608 1.322
H -1.806 -1.582 -0.344
H -2.389 -0.250 0.468

=====

[8]
123
Properties=species:S:1:pos:R:3 method="wB97M-V/def2-TZVPD" spin_multiplicity=1 gap_ev=5.565 molar_mass_g_mol=1110.20
Y -0.502 0.022 0.533
C -4.572 1.162 0.458
C -3.736 1.240 1.691
C -4.198 1.760 2.905
C -3.192 1.533 3.814
C -3.133 1.878 5.264
N -2.190 0.911 3.163
N -2.500 0.757 1.838
B -1.089 0.091 3.819
N 0.325 0.697 3.608
N 0.868 0.946 2.375
C 2.113 1.386 2.593
C 3.087 1.713 1.512
C 2.364 1.454 3.958
C 1.210 1.000 4.571
C 0.935 0.865 6.030
N -1.173 -1.393 3.311
N -1.244 -1.760 1.983
C -1.445 -3.075 1.962
C -1.628 -3.852 0.705
C -1.501 -3.576 3.261
C -1.328 -2.483 4.086
C -1.315 -2.447 5.577
H -5.547 0.748 0.728
H -4.125 0.543 -0.312
H -4.709 2.152 0.030
H -5.151 2.230 3.088
H -3.990 2.500 5.519
H -2.224 2.436 5.500
H -3.153 0.990 5.898
H -1.272 0.070 4.992
H 2.796 1.298 0.554
H 4.066 1.306 1.771
H 3.194 2.794 1.395
H 3.273 1.778 4.439
H 1.810 1.199 6.586
H 0.724 -0.167 6.310
H 0.080 1.471 6.335
H -1.133 -3.390 -0.146
H -2.689 -3.942 0.460
H -1.230 -4.860 0.825
H -1.658 -4.599 3.563
H -1.447 -3.459 5.956
H -2.116 -1.822 5.975
H -0.371 -2.061 5.962
Br -2.385 -1.212 -1.475
C -1.467 -0.732 -3.075
C -1.892 -1.237 -4.269
C -1.121 -0.961 -5.421
C 0.035 -0.243 -5.328
C 0.465 0.291 -4.083
C 1.647 1.046 -3.956
C 2.002 1.529 -2.732
C 1.184 1.303 -1.600
C -0.032 0.639 -1.643
C -0.324 0.086 -2.915
H -2.778 -1.857 -4.336
H -1.458 -1.345 -6.377
H 0.635 -0.049 -6.211
H 2.255 1.224 -4.838
H 2.920 2.099 -2.620
H 1.457 1.850 -0.696
Cl 1.983 -2.017 2.354
C 2.855 -3.290 1.521
C 3.712 -4.064 2.293
C 4.468 -5.050 1.687
C 4.376 -5.251 0.313
C 3.516 -4.470 -0.435
C 2.722 -3.482 0.152
P 1.627 -2.441 -0.924
C 2.963 -1.764 -1.978
C 3.303 -2.191 -3.255
C 4.404 -1.640 -3.902
C 5.181 -0.682 -3.272
C 4.860 -0.270 -1.984
C 3.752 -0.802 -1.350
C 0.826 -3.739 -1.934
C 0.606 -5.028 -1.450
C -0.099 -5.952 -2.205
C -0.593 -5.602 -3.455
C -0.385 -4.321 -3.944
C 0.315 -3.393 -3.186
H 3.782 -3.878 3.357
H 5.138 -5.653 2.286
H 4.976 -6.010 -0.172
H 3.455 -4.625 -1.506
H 2.724 -2.951 -3.758
H 4.655 -1.971 -4.903
H 6.039 -0.258 -3.779
H 5.465 0.475 -1.482
H 3.503 -0.476 -0.347
H 0.985 -5.318 -0.480
H -0.259 -6.950 -1.815
H -1.140 -6.327 -4.046
H -0.771 -4.035 -4.915
H 0.462 -2.394 -3.577
C -3.764 4.713 -2.553
Si -2.284 3.558 -2.710
C -0.880 4.527 -3.511
C -2.820 2.222 -3.927
As -1.799 2.637 -0.669
Si -0.889 4.406 0.475
C 0.917 4.748 0.001
C -1.769 6.065 0.296
C -0.931 4.038 2.324
H -4.034 5.135 -3.527
H -3.566 5.534 -1.864
H -4.623 4.153 -2.171
H -1.156 4.872 -4.514
H 0.009 3.894 -3.589
H -0.607 5.404 -2.914
H -3.316 2.687 -4.787
H -3.534 1.531 -3.465
H -1.976 1.641 -4.303
H 1.053 4.648 -1.080
H 1.596 4.034 0.483
H 1.225 5.757 0.297
H -1.674 6.487 -0.710
H -1.339 6.786 1.001
H -2.834 5.956 0.519
H -0.384 3.129 2.585
H -1.967 3.914 2.652
H -0.487 4.870 2.885

=====

[9]
22
Properties=species:S:1:pos:R:3 method="wB97M-V/def2-TZVPD" spin_multiplicity=1 gap_ev=8.237 molar_mass_g_mol=232.87
C 0.599 2.046 1.523
O 0.934 1.456 0.332
C 1.151 0.143 0.118
Br 2.955 0.028 -0.862
C 1.168 -0.869 1.111
C 0.486 -1.987 0.960
C -0.300 -2.426 -0.183
C -0.452 -1.759 -1.386
C -0.133 -0.344 -1.554
B -1.194 0.739 -1.156
O -2.292 0.259 -0.537
O -0.890 1.967 -1.557
H 0.724 1.258 2.377
H -0.475 2.284 1.543
H 1.123 3.048 1.704
H 1.938 -0.826 1.888
H 0.354 -2.719 1.753
H -0.896 -3.401 -0.011
H -0.975 -2.213 -2.201
H 0.333 -0.086 -2.512
H -3.076 0.621 -0.239
H -1.084 2.781 -1.108

=====

[10]
45
Properties=species:S:1:pos:R:3 method="wB97M-V/def2-TZVPD" spin_multiplicity=1 gap_ev="5.963 / 5.962" molar_mass_g_mol=643.79
Pd -0.752 0.303 -0.341
C -1.962 -3.307 -2.942
C -0.770 -3.617 -3.575
C 0.379 -2.938 -3.204
C 0.303 -1.935 -2.239
N -0.855 -1.666 -1.614
C -1.947 -2.336 -1.950
C 1.461 -1.100 -1.857
C 2.776 -1.559 -1.850
C 3.778 -0.702 -1.422
C 3.457 0.587 -1.030
C 2.124 0.987 -1.062
N 1.165 0.144 -1.465
C 1.683 2.313 -0.590
C 2.532 3.418 -0.569
C 2.055 4.626 -0.091
C 0.751 4.699 0.375
C -0.028 3.552 0.330
N 0.420 2.406 -0.149
H -2.885 -3.805 -3.198
H -0.736 -4.371 -4.347
H 1.321 -3.166 -3.676
H -2.849 -2.093 -1.404
H 3.005 -2.573 -2.133
H 4.803 -1.035 -1.382
H 4.224 1.257 -0.678
H 3.543 3.334 -0.932
H 2.691 5.498 -0.088
H 0.337 5.613 0.772
H -1.048 3.562 0.702
F -3.922 -1.251 5.503
C -2.899 -1.053 4.664
C -3.035 -1.360 3.312
F -4.189 -1.851 2.849
C -1.961 -1.165 2.461
F -2.071 -1.501 1.150
C -0.751 -0.618 2.894
Se 0.646 -0.314 1.684
C -0.638 -0.330 4.255
F 0.517 0.168 4.715
C -1.688 -0.548 5.132
F -1.541 -0.273 6.432
S -2.938 1.383 0.266
C -2.425 1.320 -1.294
N -2.080 1.296 -2.411

=====

[11]
13
Properties=species:S:1:pos:R:3 method="wB97M-V/def2-TZVPD" spin_multiplicity=1 gap_ev="8.817 / 9.313" molar_mass_g_mol=102.09
C -1.648 -1.211 -0.495
C 1.372 1.514 0.022
N 0.665 0.465 0.702
N 0.591 -1.768 0.851
C -1.554 0.091 -0.666
O 1.168 -0.717 0.388
O -1.658 1.204 -0.994
H -0.030 -1.490 1.622
H -2.440 -1.622 0.111
H -1.061 -1.881 -1.098
H 0.616 2.177 -0.412
H 2.026 1.142 -0.773
H 1.954 2.096 0.743

=====

[12]
13
Properties=species:S:1:pos:R:3 method="wB97M-V/def2-TZVPD" spin_multiplicity=1 gap_ev=10.642 molar_mass_g_mol=143.60
C -2.902 -0.003 -1.069
C -2.248 0.134 -0.014
N 1.894 -0.638 0.241
O 2.788 1.406 1.352
O 4.172 0.131 -0.374
S 2.834 0.682 -0.172
Cl -0.820 1.125 -0.037
H -3.810 -0.675 -1.187
H 3.010 0.665 1.909
H -2.368 0.400 -2.009
H -2.556 -0.254 0.955
H 1.088 -0.671 0.825
H 2.252 -1.548 -0.152